# 1
116
Properties=species:S:1:pos:R:3 method="wB97M-V/def2-TZVPD" energy_ev=-212234.095 charge=0
Al 14.36813 12.03023 13.03966
C 22.31621 13.28456 13.64643
C 21.78023 12.51395 12.43835
C 22.38510 11.06786 12.53517
C 22.20442 13.16400 11.07466
C 20.23810 12.46966 12.41617
C 19.48885 13.11519 13.30550
C 18.09166 13.00919 13.28094
Br 17.15828 14.16406 14.50680
C 17.37202 12.22630 12.40807
O 16.07668 11.87828 12.60194
C 18.11552 11.49424 11.45317
C 19.51060 11.71411 11.45210
C 17.47373 10.60394 10.40630
C 16.67305 11.60719 9.46590
C 16.63227 9.44563 11.02438
C 18.47516 9.89590 9.42495
H 23.33857 13.07833 13.72054
H 21.73286 13.05472 14.50909
H 22.26684 14.34448 13.53900
H 23.42888 11.19647 12.17926
H 21.80461 10.45158 11.85375
H 22.35301 10.61352 13.51587
H 23.31708 13.28581 10.86077
H 21.98188 14.24014 11.06137
H 21.73028 12.78406 10.16237
H 19.97754 13.78539 13.98264
H 20.03262 11.23584 10.63371
H 16.06114 12.28671 10.04389
H 15.95740 11.13878 8.78245
H 17.32525 11.99365 8.68818
H 15.89099 9.86202 11.65449
H 17.27072 8.82187 11.63899
H 16.10912 8.90812 10.13994
H 19.06684 10.61426 8.95784
H 17.81010 9.51484 8.65672
H 19.11362 9.08159 9.83156
O 13.36677 13.09212 14.04702
As 12.02367 13.09247 15.02906
C 11.67825 14.95514 15.32424
C 10.85633 15.34669 16.40626
C 10.72205 16.68710 16.73688
C 11.48038 17.65376 16.09632
C 12.37500 17.29720 15.11531
C 12.44356 15.90683 14.74054
C 10.28228 12.45653 14.44991
C 9.86063 11.15213 14.65399
C 8.53865 10.82422 14.34914
C 7.65104 11.77356 13.96055
C 8.12688 13.09920 13.70585
C 9.44519 13.43643 13.89572
C 12.45762 12.26388 16.68016
C 11.83077 11.28603 17.46445
C 12.45191 10.78934 18.62282
C 13.59544 11.32380 19.09445
C 14.18823 12.35105 18.39741
C 13.66097 12.82598 17.25502
H 10.20144 14.64213 17.01423
H 10.04924 16.96934 17.46788
H 11.50984 18.70435 16.44385
H 12.92234 18.06396 14.54969
H 13.12271 15.66078 13.97442
H 10.61399 10.42484 14.96223
H 8.28540 9.76202 14.53188
H 6.62538 11.57844 13.60938
H 7.41474 13.83279 13.29727
H 9.88530 14.43226 13.73726
H 10.85328 10.98453 17.12364
H 11.91976 10.05265 19.23156
H 14.19720 10.90667 19.88707
H 15.04109 12.83589 18.88948
H 14.19529 13.64940 16.70680
C 14.89656 7.96138 15.83034
N 13.73105 8.59237 15.24409
C 12.56074 7.82924 15.54778
C 14.00446 8.65661 13.84051
C 12.96932 9.32427 13.01431
C 11.85434 8.52452 12.65374
C 10.90407 8.98416 11.76729
C 11.03347 10.24829 11.24543
C 12.08289 11.01919 11.63223
C 13.09723 10.61082 12.48972
H 14.68161 7.71204 16.87114
H 15.72672 8.67872 15.74116
H 15.26858 7.08094 15.29333
H 12.25490 7.83781 16.65439
H 12.58345 6.81713 15.15551
H 11.71698 8.30464 15.01116
H 14.03482 7.59759 13.49025
H 14.94528 9.14135 13.63557
H 11.86523 7.49705 12.98198
H 10.06151 8.43930 11.39898
H 10.31607 10.71318 10.57202
H 12.15656 11.98234 11.14112
N 15.12583 11.24086 14.80665
H 14.53202 10.86100 15.54479
H 15.42516 12.23529 15.03286
H 15.96587 10.74145 14.58827
C 14.31247 15.07125 5.25755
C 14.03062 14.88842 6.63615
C 13.88601 15.98948 7.51542
C 13.61568 15.86236 8.86652
C 13.70024 14.60687 9.49153
C 13.80908 13.51544 8.66826
C 13.98338 13.62845 7.28552
S 13.48120 14.46785 11.23767
O 12.06884 14.25097 11.49795
O 14.07922 15.60978 11.90414
O 14.20613 13.14788 11.47794
H 13.59318 14.59862 4.59689
H 15.31619 14.73910 5.00913
H 14.33595 16.16248 5.04148
H 13.98293 16.95424 7.11908
H 13.52488 16.70963 9.54140
H 13.72120 12.48602 9.09735
H 14.04260 12.76928 6.62183



# 2
120
Properties=species:S:1:pos:R:3 method="wB97M-V/def2-TZVPD" energy_ev=-82270.103 charge=-1
C -4.04873 0.55771 1.26849
O -4.72137 1.62250 0.54923
C -4.16728 1.84393 -0.77382
C -3.76283 3.42421 -0.86880
C -2.17663 3.56662 -1.21150
C -1.34039 3.27775 0.14799
C 0.22160 2.98693 -0.14894
P 1.00635 2.17208 1.38915
C 1.79764 3.80243 2.02413
O 2.71170 3.69542 2.92021
N 1.43115 5.19913 1.61515
C 0.86244 5.98723 2.71742
O -0.17144 6.67851 2.50480
F 1.43553 6.07344 4.03374
H -3.37783 1.01679 2.08878
H -3.43165 -0.15078 0.61943
H -4.88140 -0.09356 1.74406
H -5.00105 1.58585 -1.53274
H -3.23090 1.23495 -1.01355
H -4.42295 3.91370 -1.68668
H -3.91851 3.93996 0.15290
H -1.85175 2.86374 -2.06413
H -1.89982 4.64910 -1.52383
H -1.76034 2.28850 0.58755
H -1.46377 4.08696 0.94426
H 0.22935 2.17598 -0.98202
H 0.79170 3.88118 -0.57859
H 2.19390 1.82250 0.59436
H 1.62853 1.46077 2.50338
H -0.19246 2.45998 2.19224
H 0.33978 0.91232 1.02130
H 2.32864 5.68964 1.38433
N -4.40057 -2.72927 0.64423
C -3.75740 -3.31460 -0.37806
C -4.37628 -3.72834 -1.54478
C -5.74415 -3.53255 -1.66783
C -6.43691 -2.93120 -0.62542
C -5.72404 -2.54871 0.49999
H -2.69064 -3.45006 -0.23523
H -3.80164 -4.19319 -2.33707
H -6.26556 -3.84443 -2.56669
H -7.50503 -2.76260 -0.68629
H -6.21913 -2.07103 1.33971
N -1.80382 -4.01878 -3.32824
C -2.23597 -3.01432 -4.10965
C -1.40279 -2.23793 -4.89900
C -0.04170 -2.50831 -4.88058
C 0.43235 -3.53849 -4.08132
C -0.48182 -4.26004 -3.33111
H -3.30703 -2.83899 -4.08667
H -1.80719 -1.44158 -5.51138
H 0.64355 -1.92177 -5.48289
H 1.48818 -3.77542 -4.04230
H -0.15979 -5.07714 -2.69309
N 4.26653 7.15948 2.01919
C 5.01408 8.09106 1.40497
C 5.89040 8.93601 2.06677
C 6.00140 8.81785 3.44528
C 5.23930 7.86490 4.10610
C 4.39424 7.06459 3.35354
H 4.88985 8.14709 0.32826
H 6.47095 9.66807 1.51900
H 6.67579 9.46235 3.99925
H 5.30054 7.74575 5.18068
H 3.78040 6.30237 3.82320
N 9.58206 3.28759 3.70635
C 8.48711 2.51065 3.76020
C 7.19292 2.99193 3.64311
C 7.01440 4.35574 3.46363
C 8.12754 5.18237 3.40604
C 9.38027 4.60349 3.53007
H 8.67842 1.45220 3.90502
H 6.34625 2.31833 3.69136
H 6.01667 4.77084 3.36899
H 8.02398 6.25180 3.26727
H 10.28146 5.20753 3.48796
N -2.00517 -6.63096 -8.88093
C -1.19384 -5.56132 -8.83606
C -0.89253 -4.86993 -7.67361
C -1.46381 -5.30307 -6.48586
C -2.30735 -6.40452 -6.50305
C -2.54308 -7.02999 -7.71687
H -0.77438 -5.25927 -9.79046
H -0.22861 -4.01440 -7.69609
H -1.25395 -4.78913 -5.55809
H -2.77046 -6.76904 -5.59428
H -3.19255 -7.89746 -7.78143
N 1.38264 -3.69255 1.74653
C 0.15654 -3.37086 1.30267
C -1.00697 -3.59100 2.02281
C -0.90264 -4.18099 3.27378
C 0.35208 -4.52519 3.75650
C 1.45522 -4.26054 2.96090
H 0.12638 -2.91478 0.31815
H -1.96956 -3.30843 1.61639
H -1.79065 -4.37067 3.86744
H 0.47041 -4.98775 4.72865
H 2.45766 -4.50798 3.29593
N 3.44400 -1.97585 -4.09911
C 4.21195 -1.03489 -4.67276
C 5.04291 -0.18154 -3.96559
C 5.08354 -0.30050 -2.58341
C 4.29926 -1.26258 -1.96404
C 3.50411 -2.07049 -2.75998
H 4.14307 -0.97830 -5.75453
H 5.64268 0.55791 -4.48165
H 5.72048 0.35050 -1.99462
H 4.30574 -1.38237 -0.88792
H 2.87555 -2.83969 -2.32212
N -6.05353 -2.00407 5.19301
C -7.16096 -2.52580 5.74509
C -7.70096 -3.74923 5.38224
C -7.06452 -4.47842 4.38781
C -5.91924 -3.96229 3.79871
C -5.45617 -2.73083 4.23440
H -7.62402 -1.91710 6.51518
H -8.59628 -4.12232 5.86423
H -7.45731 -5.44006 4.07499
H -5.39765 -4.50415 3.01936
H -4.56238 -2.28679 3.80687



# 3
167
Properties=species:S:1:pos:R:3 method="wB97M-V/def2-TZVPD" energy_ev=-3467378.720 charge=0
C 6.65274 -3.40389 2.00993
B 5.74087 -2.10834 1.56467
O 5.18571 -1.31086 2.63675
C 5.47611 -1.72753 -0.00967
C 6.66857 -1.70696 -1.00412
C 6.36296 -1.37966 -2.48246
C 4.92605 -1.03468 -3.03519
O 4.85679 -0.78768 -4.42997
C 4.23809 0.48366 -4.74736
C 4.56011 0.76127 -6.33214
C 3.17417 0.71591 -7.18012
O 5.34179 -0.36280 -6.85199
C 3.72794 -1.01218 -2.03650
C 4.06469 -1.38954 -0.54137
S 2.60328 -1.43732 0.62510
C 1.29565 -2.14976 -0.50819
C 0.21868 -3.18046 -0.05375
P 0.17487 -3.79614 1.73755
S -1.03758 -2.76524 2.85492
C -0.81771 -3.73470 -1.09834
C -0.80961 -3.29036 -2.61186
C -1.92466 -3.92267 -3.54745
F -1.60978 -5.28215 -3.94277
F -2.19298 -3.21762 -4.75690
C -3.31127 -3.87270 -2.69940
C -3.55230 -2.32833 -2.32752
Si -5.39197 -1.74378 -2.64696
C -6.69738 -3.13686 -2.40892
C -5.40294 -1.03960 -4.46150
C -5.64605 -0.19760 -1.49474
C -7.03240 0.36200 -1.06565
C -7.06875 1.59741 -0.10350
C -5.80684 2.32960 0.44428
C -4.41703 1.79472 -0.01253
C -4.35431 0.53853 -0.96577
C 0.32072 -2.26251 -3.02450
C 0.46082 -1.76882 -4.53347
C 1.35887 -1.66586 -1.98959
N 2.34820 -0.66083 -2.50578
C 1.87052 0.64375 -1.92529
C 1.94338 1.91167 -2.90056
C 1.15343 3.11066 -2.18077
C 2.05454 4.00909 -1.20842
O 3.17427 3.28508 -0.61245
H 6.24870 -4.31011 1.41947
H 7.74591 -3.17328 1.70748
H 6.66610 -3.58325 3.13685
H 5.43704 -1.73205 3.49642
H 7.73239 -1.92859 -0.67415
H 7.25358 -1.39270 -3.20967
H 4.57245 1.34287 -4.07564
H 3.09586 0.29978 -4.71772
H 5.12543 1.74304 -6.48233
H 2.86803 -0.39839 -7.25755
H 3.29965 1.10848 -8.24706
H 2.32168 1.26143 -6.64985
H 6.28591 -0.18937 -6.65317
H -0.11024 -5.20664 1.68228
H 1.53481 -3.70330 2.23796
H -1.56050 -4.49421 -0.67233
H -4.14069 -4.20971 -3.41813
H -3.31951 -4.59375 -1.81921
H -2.91006 -1.59284 -2.95336
H -3.31833 -2.18276 -1.21687
H -6.51685 -3.96172 -3.20236
H -6.70320 -3.54865 -1.34954
H -7.72895 -2.69617 -2.66664
H -4.63835 -1.59029 -5.12860
H -5.18558 0.08176 -4.49981
H -6.44440 -1.18698 -4.93685
H -7.98163 -0.13514 -1.44456
H -8.08286 2.02354 0.22055
H -5.83293 3.23452 1.16367
H -3.43093 2.26849 0.31295
H -3.30308 0.20101 -1.26853
H 0.18346 -2.57938 -5.31070
H -0.32524 -0.93122 -4.69364
H 1.46843 -1.30993 -4.79988
H 2.39017 0.91852 -0.93500
H 0.75116 0.48952 -1.66860
H 3.05512 2.23728 -2.92958
H 1.63324 1.70497 -3.97784
H 0.77068 3.80433 -3.01449
H 0.24797 2.73596 -1.57509
H 2.51861 4.92537 -1.74483
H 1.39313 4.35532 -0.32182
H 3.38081 3.81223 0.20102
C -9.02116 4.80576 1.86157
Br -7.28459 4.54009 1.03154
Br -10.26224 5.69859 0.66693
Br -9.75064 3.14561 2.54847
H -8.87051 5.46505 2.71525
C -4.84839 -3.36437 1.71038
Br -5.49325 -2.24710 3.14774
Br -5.51972 -5.18200 1.83786
Br -5.23115 -2.56093 -0.01306
H -3.76348 -3.41781 1.80616
C 2.20451 -7.37046 3.77808
Br 3.30275 -5.78854 4.01519
Br 0.35982 -7.04781 4.28290
Br 2.34412 -8.08165 1.97877
H 2.59181 -8.13178 4.45338
C 6.54427 3.06173 0.81583
Br 5.93110 4.11799 2.32232
Br 5.85069 1.25285 0.87827
Br 6.15640 3.92132 -0.87670
H 7.62743 2.99050 0.89615
C 2.27737 -5.93585 -2.99968
Br 1.11933 -7.41030 -2.49610
Br 3.22554 -6.29611 -4.65711
Br 1.30132 -4.24222 -3.06483
H 3.03077 -5.84192 -2.21689
C -4.95017 0.63117 -8.41866
Br -3.36426 0.40311 -7.32491
Br -4.85992 -0.41866 -10.04704
Br -6.57389 0.27291 -7.41944
H -4.98388 1.67800 -8.71604
C 4.62237 8.14838 -0.78587
Br 6.24089 7.87553 0.24798
Br 4.65670 7.15419 -2.45052
Br 3.03052 7.76111 0.25254
H 4.58409 9.20503 -1.04609
C 3.68820 0.27935 5.91001
Br 4.29993 2.05230 5.41453
Br 2.49132 -0.46907 4.58009
Br 5.17025 -0.91198 6.29927
H 3.11536 0.38543 6.83004
C 2.49278 1.24540 10.27381
Br 3.10515 3.01575 9.77244
Br 1.30182 0.49000 8.94164
Br 3.97371 0.05713 10.67221
H 1.91619 1.35499 11.19096
C 9.39932 10.31252 1.06654
Br 10.96183 10.51855 -0.06366
Br 9.85842 10.37243 2.95003
Br 8.01366 11.59466 0.62138
H 8.99178 9.32200 0.86921
C -10.80824 -1.80542 -3.71368
Br -9.20430 -1.63936 -4.79483
Br -10.42177 -1.67544 -1.81785
Br -12.17678 -0.54348 -4.25679
H -11.20773 -2.80342 -3.88850
C 6.84213 -2.34864 11.56384
Br 6.53811 -4.01455 12.50923
Br 8.55852 -1.56600 12.01449
Br 6.62636 -2.55786 9.64717
H 6.07634 -1.64953 11.89660
C -6.01373 1.72127 5.11190
Br -7.82022 1.88110 5.80108
Br -5.22495 0.00686 5.54539
Br -5.93376 2.09185 3.20172
H -5.41482 2.48096 5.61131
C 10.80495 4.11420 1.92329
Br 9.50300 5.51020 1.57462
Br 10.21569 2.39164 1.25255
Br 12.56247 4.58492 1.25204
H 10.89107 4.02209 3.00483
C -13.60406 -4.03987 -0.18964
Br -14.72068 -5.43903 0.55619
Br -13.18931 -4.36778 -2.05591
Br -14.37590 -2.28083 0.07753
H -12.66102 -4.06027 0.35455
C -5.16729 4.44409 8.87273
Br -6.97520 4.59805 9.55727
Br -4.37771 2.72497 9.30024
Br -5.08257 4.82101 6.97180
H -4.57018 5.20347 9.37502



The frontier orbital gap results, record by record, are as follows: 7.4359, 5.9661, 7.2444 eV.